Record 1
A molecular structure, C25H46As3Cl2S3Zr. Source: OMol25; level of theory: wB97M-V/def2-TZVPD.

Cartesian coordinates (Å):
1 Zr 1.33780 -0.83033 0.26644
2 C 2.71267 0.43987 4.05835
3 C 2.51360 1.93384 3.86713
4 S 1.29587 2.27272 2.55739
5 C 2.19445 3.57157 1.65131
6 C 3.48694 3.09698 0.98199
7 S 3.26549 1.56227 0.00487
8 C 4.71913 0.62118 0.53927
9 C 4.68661 0.14957 1.99567
10 S 3.07543 -0.52263 2.55478
11 H 3.51588 0.24407 4.76798
12 H 1.79664 -0.02245 4.43096
13 H 2.13603 2.37109 4.79085
14 H 3.44637 2.43294 3.61075
15 H 1.48680 3.93142 0.90386
16 H 2.39953 4.38802 2.34264
17 H 3.84932 3.85658 0.29043
18 H 4.26868 2.91131 1.71667
19 H 4.74738 -0.21989 -0.14988
20 H 5.60631 1.22960 0.36389
21 H 5.41478 -0.65066 2.12355
22 H 4.94309 0.95180 2.68558
23 C -3.53662 -2.23671 0.22974
24 As -1.58741 -2.09058 -0.04846
25 C -1.26488 -4.02045 0.08976
26 C -1.17596 -1.75643 -1.92788
27 C -1.82008 -0.55970 -2.65346
28 C -3.27853 -0.91244 -2.97693
29 C -1.80727 0.68503 -1.75986
30 As -0.15170 1.24667 -0.80577
31 C -1.19180 2.35194 0.44056
32 C 0.46077 2.70540 -1.97551
33 C -1.00102 -0.35524 -3.94250
34 As -1.60118 0.62832 -5.59832
35 C -3.37142 1.42515 -5.23784
36 C -0.63768 2.31919 -5.30146
37 H -3.95483 -2.89737 -0.52686
38 H -4.04869 -1.27678 0.22558
39 H -3.65172 -2.69628 1.21082
40 H -2.19153 -4.55742 -0.10228
41 H -0.92828 -4.25257 1.09991
42 H -0.51124 -4.33886 -0.62744
43 H -1.44410 -2.68348 -2.44014
44 H -0.08634 -1.67373 -1.97788
45 H -3.78319 -1.32414 -2.10613
46 H -3.31757 -1.64475 -3.78606
47 H -3.82892 -0.02908 -3.28426
48 H -2.52965 0.53031 -0.95202
49 H -2.13176 1.55110 -2.34051
50 H -1.98095 2.87751 -0.09574
51 H -0.57148 3.08573 0.94797
52 H -1.62016 1.68842 1.19048
53 H -0.37499 3.33909 -2.26228
54 H 0.94556 2.29437 -2.85893
55 H 1.20011 3.30428 -1.44346
56 H -0.77684 -1.34690 -4.34554
57 H -0.03318 0.08254 -3.67877
58 H -4.16681 0.68661 -5.30276
59 H -3.52785 2.14949 -6.03817
60 H -3.42687 1.95410 -4.28633
61 H 0.43931 2.15645 -5.29448
62 H -0.94137 2.78882 -4.36670
63 H -0.87533 2.99734 -6.12052
64 C -0.61595 -1.04078 1.15643
65 C -0.86788 -1.50782 2.54281
66 C -2.11898 -1.29096 3.14824
67 C -2.37564 -1.66891 4.45429
68 C -1.38430 -2.26883 5.21918
69 C -0.13805 -2.48248 4.65260
70 C 0.11531 -2.11479 3.33888
71 H -2.88053 -0.77693 2.57443
72 H -3.35137 -1.47806 4.88360
73 H -1.58386 -2.57476 6.23706
74 H 0.63948 -2.95904 5.23820
75 H 1.08362 -2.35136 2.91298
76 Cl 3.44061 -2.47626 0.32965
77 C 1.72663 -3.01759 0.07326
78 Cl 2.21343 -0.64657 -1.98865
79 H 1.55934 -3.78868 0.82096
80 H 1.72282 -3.47003 -0.91798

Results
- net charge = +1
- energy relative to the best compared isomer or geometry (same formula, charge and spin) (kcal per mole) = 18.8
- lowest unoccupied orbital energy (eV) = -2.596
- Kohn-Sham gap (hartree) = 0.2600
- E_HOMO (eV) = -9.7

Mulliken population analysis, charges in e, atoms 1 to 4:
1 Zr -1.700
2 C -0.811
3 C -0.901
4 S 0.089

***

Record 2
A molecular structure, C25H46N3OP2SeZn. Source: OMol25; level of theory: wB97M-V/def2-TZVPD.

Cartesian coordinates (Å):
1 Zn 1.13187 0.89403 1.02870
2 P -0.65362 -1.42168 -2.87265
3 P 0.61747 2.89467 0.15866
4 N 0.83733 1.39842 -2.51807
5 C 1.12448 -1.03971 -2.91731
6 H 1.52952 -1.29388 -1.92160
7 H 1.60892 -1.72267 -3.63090
8 C 1.57186 0.38792 -3.25546
9 H 2.64329 0.47055 -3.00162
10 H 1.47844 0.56101 -4.34631
11 C 1.46276 2.72533 -2.61588
12 H 0.79096 3.38557 -3.19388
13 H 2.42497 2.66582 -3.15718
14 C 1.73574 3.35782 -1.24065
15 H 1.75346 4.45443 -1.33720
16 H 2.73424 3.03801 -0.90671
17 C 0.88439 4.28717 1.34791
18 C 2.25860 4.14640 2.01991
19 H 3.07703 4.15838 1.29047
20 H 2.32824 3.22026 2.60723
21 H 2.40714 4.99294 2.70301
22 C -1.04771 3.08869 -0.61186
23 C -2.17928 2.54834 0.26095
24 H -3.12790 2.68788 -0.27605
25 H -2.24532 3.07732 1.22060
26 H -2.06609 1.47405 0.45603
27 C -1.18009 -2.43577 -4.28484
28 C -2.59941 -2.99125 -4.11659
29 H -2.95739 -3.31635 -5.10306
30 H -3.30463 -2.23954 -3.74331
31 H -2.62345 -3.87008 -3.45808
32 C -0.88637 -2.31154 -1.29257
33 C -2.34095 -2.43497 -0.84820
34 H -2.36522 -2.76658 0.20005
35 H -2.87610 -3.18528 -1.44438
36 H -2.87951 -1.48449 -0.92391
37 C -1.67021 0.10238 -2.95319
38 C -1.30011 4.52726 -1.06137
39 H -1.36237 5.21231 -0.20511
40 H -0.53190 4.89861 -1.75064
41 H -2.26345 4.56414 -1.58693
42 C -0.18407 -3.53043 -4.68624
43 H -0.56299 -4.02343 -5.58966
44 H 0.80311 -3.12299 -4.92730
45 H -0.07160 -4.29552 -3.90905
46 C -0.18269 -3.67607 -1.28283
47 H -0.07348 -4.00626 -0.24047
48 H -0.77127 -4.44076 -1.80919
49 H 0.82704 -3.64634 -1.71248
50 C -0.23653 4.40780 2.38867
51 H -0.43595 3.45209 2.89271
52 H 0.07059 5.12817 3.15934
53 H -1.17480 4.78091 1.96100
54 H 0.88648 5.19601 0.72245
55 H -0.34681 -1.66691 -0.56965
56 H -0.95871 2.43428 -1.49537
57 H -1.21058 -1.70238 -5.10815
58 O -2.80080 0.25972 -2.51550
59 H -0.21767 1.44406 -3.10402
60 H -1.09501 1.02661 -3.44622
61 C -0.84177 -1.31308 2.72582
62 N 0.41065 -1.82257 3.27075
63 C 1.60993 -1.83518 2.62287
64 Se 2.01059 -1.29687 0.86972
65 N 2.51733 -2.32650 3.52153
66 C 1.90410 -2.60412 4.74545
67 C 2.45348 -2.88122 5.99000
68 C 1.57654 -2.86334 7.08591
69 C 0.21235 -2.54873 6.92303
70 C -0.31786 -2.24563 5.65879
71 C 0.56450 -2.29475 4.58384
72 H -1.63157 -1.59769 3.42477
73 H -1.03641 -1.75442 1.73913
74 H -0.81052 -0.21618 2.63607
75 H 3.50617 -2.42422 3.31320
76 H 3.51835 -3.09787 6.06602
77 H 1.94750 -3.08953 8.08701
78 H -0.43776 -2.53716 7.80063
79 H -1.35951 -1.97544 5.48938

Results
- net charge = +1
- lowest unoccupied orbital energy (spin up / spin down) (eV) = -2.562 / -2.573
- Kohn-Sham gap (spin up / spin down) (hartree) = 0.1884 / 0.1854
- E_HOMO (spin up / spin down) (eV) = -7.7 / -7.6

Mulliken population analysis, charges in e, atoms 1 to 4:
1 Zn -0.416
2 P 1.523
3 P 1.313
4 N 0.192

***

Record 3
5 unconnected molecules or ions with the total composition C25H46N5O8P. Source: OMol25; level of theory: wB97M-V/def2-TZVPD.

Cartesian coordinates (Å):
1 C 5.06253 -2.23441 1.91336
2 C 5.73357 -2.53332 0.44839
3 N 5.26389 -1.63988 -0.67494
4 C 3.76045 -1.54427 -0.77821
5 C 3.01285 -2.95098 -1.22540
6 C 1.37660 -2.65287 -1.05965
7 C 0.75989 -1.29428 -1.28803
8 C -0.87201 -1.00737 -1.06696
9 O -1.36289 0.24243 -1.22048
10 C -1.88694 -2.21692 -0.61377
11 P -3.74505 -1.86407 -0.33825
12 C -3.84048 -1.11141 1.44966
13 O -4.33298 -0.63980 -1.46172
14 C -1.28913 -3.57250 -0.43331
15 C 0.33867 -3.87782 -0.62365
16 O 0.80232 -5.12378 -0.41758
17 C 5.88816 -0.26318 -0.64294
18 C 5.95496 0.59167 -2.07390
19 O 6.35727 0.36248 0.43992
20 H 4.46867 -1.22508 1.98944
21 H 5.87278 -2.33632 2.77798
22 H 4.28227 -3.10843 2.12486
23 H 5.67479 -3.69244 0.16968
24 H 6.90178 -2.32051 0.57325
25 H 3.53910 -0.77978 -1.66847
26 H 3.22018 -1.09663 0.16014
27 H 3.35452 -3.88888 -0.60315
28 H 3.24283 -3.17513 -2.37437
29 H 1.38560 -0.36500 -1.63111
30 H -3.81028 -2.01370 2.21645
31 H -3.00870 -0.31208 1.64872
32 H -4.88818 -0.59342 1.60231
33 H -3.67356 -0.53291 -2.21632
34 H -1.95555 -4.48941 -0.11935
35 H 6.88827 1.31127 -2.09663
36 H 5.93796 -0.18095 -2.97498
37 H 4.95122 1.22525 -2.18394
38 C 4.20247 4.40772 0.65156
39 N 4.33456 4.17682 -0.76772
40 C 3.64888 4.77695 -1.78361
41 C 2.62052 5.81161 -1.42090
42 O 3.88253 4.46471 -2.94807
43 H 5.17316 4.73300 1.03428
44 H 3.92642 3.46198 1.12494
45 H 3.45039 5.16198 0.88272
46 H 5.01005 3.49150 -1.08578
47 H 2.15588 6.20245 -2.33067
48 H 1.84052 5.36157 -0.80040
49 H 3.09650 6.64192 -0.89178
50 C -0.66596 1.64963 3.31690
51 N -0.61515 0.23640 3.60894
52 C -0.87350 -0.38573 4.79576
53 C -1.26213 0.47187 5.96755
54 O -0.78458 -1.60774 4.87842
55 H -1.39326 1.80475 2.51596
56 H 0.32329 1.96045 2.97123
57 H -0.95016 2.24446 4.18487
58 H -0.35983 -0.40269 2.86496
59 H -1.43704 -0.15986 6.84314
60 H -0.45531 1.17186 6.20206
61 H -2.18451 1.01493 5.74339
62 C -4.66333 5.30597 1.24724
63 N -4.88725 4.08336 1.98221
64 C -4.29822 2.86758 1.78922
65 C -3.28585 2.74576 0.68473
66 O -4.60214 1.91916 2.50769
67 H -4.31945 6.06742 1.95185
68 H -5.61592 5.62009 0.81294
69 H -3.92528 5.18612 0.45422
70 H -5.55768 4.09138 2.74220
71 H -2.90186 1.72222 0.64961
72 H -3.75357 2.97261 -0.27741
73 H -2.44758 3.42321 0.86997
74 C -3.03820 -3.92279 -4.83770
75 N -3.51438 -4.06473 -3.48190
76 C -4.75548 -4.44806 -3.06348
77 C -5.78138 -4.77088 -4.11367
78 O -5.00165 -4.51936 -1.86249
79 H -2.18369 -4.59143 -4.96905
80 H -2.71199 -2.88882 -4.97626
81 H -3.80359 -4.16345 -5.57542
82 H -2.87585 -3.86335 -2.72108
83 H -6.72042 -5.06020 -3.63324
84 H -5.96830 -3.89137 -4.73614
85 H -5.43607 -5.60654 -4.72880

Results
- SMILES = CCN(CCC1=CC(=O)C(P(C)O)=CC1=O)C(C)=O.CNC(C)=O.CNC(C)=O.CNC(C)=O.CNC(C)=O
- lowest unoccupied orbital energy (eV) = -2.188
- Kohn-Sham gap (hartree) = 0.2160
- E_HOMO (eV) = -8.1

Mulliken population analysis, charges in e, atoms 1 to 4:
1 C -0.724
2 C -0.547
3 N 0.117
4 C -0.565